[1]
{"formula": "C11H20ClNO7P2Re", "method": "wB97M-V/def2-TZVPD", "max_force_ev_per_a": 3.29, "de_lowest_kj_mol": 140.1, "e_homo_ev": [-16.28, -16.13], "lumo_energy_ev": [-9.272, -8.934], "total_charge": 2, "homo_lumo_gap_ha": [0.2574, 0.2646], "multiplicity": 2, "s2": 0.764, "elements": ["O", "C", "H", "H", "H", "H", "H", "H", "H", "H", "C", "H", "O", "C", "H", "H", "P", "H", "N", "H", "O", "C", "C", "O", "H", "C", "C", "C", "O", "Re", "H", "H", "H", "O", "C", "Cl", "H", "C", "O", "C", "P", "H", "H"], "coordinates": [[0.71606, 0.45414, 2.45881], [-1.87651, -0.98670, -0.78754], [-0.89898, 0.64817, -2.86980], [1.90678, -3.82493, 2.37396], [3.64885, -3.45815, 2.35015], [-0.03748, 5.60622, -0.75505], [-2.53984, -0.52224, 0.00556], [4.37026, -1.31830, -0.29156], [0.90121, 0.99636, 3.24550], [-2.39881, 0.68656, -3.80628], [-1.98819, 0.59817, -2.80201], [1.73081, 4.11409, -1.69932], [-0.29154, -1.59746, 1.65605], [-2.43559, -0.72625, -2.18041], [1.53920, 1.66780, -1.39877], [-4.36440, 0.05454, -1.56070], [0.69659, -1.15206, 2.77349], [-1.82592, -2.06672, -0.59408], [-0.24734, 1.77814, -0.33876], [-4.32112, -1.71623, -1.67711], [3.67052, -1.99230, -0.33752], [-1.21173, 2.58512, 0.16620], [-0.09466, 4.53089, -0.64511], [3.35707, -0.75204, 2.33732], [-2.04528, 2.11659, 0.67460], [-1.17103, 3.95885, 0.03472], [0.79408, 2.33724, -0.99487], [0.88622, 3.70037, -1.16680], [1.69807, -0.37707, -0.22381], [-0.28624, -0.19196, 0.27336], [1.77901, -3.69059, -0.54697], [2.65221, -3.04524, 3.76182], [-2.35639, 1.44359, -2.21632], [1.35678, -2.86016, -0.26458], [2.36544, -1.73135, 2.09940], [-2.41661, 4.91552, 0.69348], [3.71835, -0.83883, 3.22822], [-3.97040, -0.78975, -2.13128], [0.51189, -1.46886, 4.17540], [2.66952, -3.10318, 2.67320], [2.27007, -1.71123, 0.27793], [-4.36542, -0.73225, -3.14382], [-2.09554, -1.53851, -2.82669]], "forces_ev_per_a": [[-0.01, -0.39, 0.02], [1.26, 0.54, 0.25], [0.01, 0.08, -0.08], [0.02, -0.03, 0.06], [-0.01, 0.03, -0.05], [0.01, 0.00, -0.01], [0.18, 0.19, 0.21], [-0.09, -0.15, 0.12], [-0.03, 0.05, -0.20], [0.03, 0.03, 0.00], [0.01, -0.24, 0.20], [-0.01, -0.02, -0.02], [-0.73, 1.39, -0.88], [-0.16, 0.24, -0.35], [0.01, -0.03, 0.11], [-0.05, -0.02, 0.00], [2.00, 0.01, 1.55], [0.08, 0.03, 0.22], [0.01, 0.11, 0.92], [-0.05, 0.01, -0.02], [0.06, 0.21, 0.00], [-0.24, 0.21, -0.07], [-0.09, -0.10, 0.08], [0.02, 0.10, -0.07], [0.05, -0.02, 0.03], [0.18, -0.10, -0.13], [0.16, -0.01, -0.17], [-0.03, 0.00, -0.05], [-0.89, 0.09, 0.44], [-2.10, -1.58, -1.98], [-0.08, 0.13, 0.03], [-0.01, 0.02, 0.01], [0.01, 0.06, -0.03], [0.23, -0.18, 0.06], [-0.72, 0.42, 0.04], [-0.04, 0.00, 0.03], [0.06, -0.13, 0.09], [0.20, -0.06, 0.11], [-0.20, -0.10, -0.10], [0.04, -0.18, -0.11], [0.84, -0.56, -0.34], [-0.04, 0.00, 0.01], [0.13, -0.02, 0.09]]}

[2]
{"formula": "C11H20F9Na3O13S3", "method": "wB97M-V/def2-TZVPD", "max_force_ev_per_a": 4.48, "e_homo_ev": -9.01, "lumo_energy_ev": -1.160, "homo_lumo_gap_ha": 0.2885, "elements": ["Na", "O", "H", "H", "F", "H", "C", "H", "C", "S", "H", "H", "C", "Na", "H", "F", "C", "H", "H", "O", "F", "F", "C", "O", "H", "F", "F", "O", "S", "Na", "H", "O", "F", "O", "O", "C", "F", "H", "H", "C", "H", "C", "H", "F", "O", "O", "O", "C", "H", "S", "H", "C", "H", "O", "C", "H", "O", "H", "O"], "coordinates": [[1.80957, 4.22229, 1.84288], [2.23898, 1.83546, -3.89727], [2.37980, -0.28587, 3.62015], [-4.77888, 0.01501, -0.51213], [5.24640, 0.70173, 2.54036], [3.36362, -2.20550, 2.34417], [-2.16592, -0.69363, -1.05233], [0.68936, 0.02190, 3.15349], [-5.16928, -0.98062, -0.30139], [4.45740, 2.55636, 0.68007], [-2.71565, 0.21378, -1.30235], [-1.46537, -0.99327, -1.83179], [1.43582, -0.75108, 3.33628], [3.98254, 3.45218, -2.88514], [1.05215, -1.42682, 4.10066], [-1.09561, -0.17639, -4.34452], [2.56183, -2.89201, 0.51255], [-1.59533, -0.77272, -0.12698], [1.59312, -3.28380, 0.20237], [-0.56039, 3.38144, 1.89335], [6.89442, 1.58865, 1.29094], [-3.29063, 2.50916, 3.00749], [2.35818, -2.44309, 1.99669], [2.90801, -1.83983, -0.40991], [-7.69056, 0.13567, -0.21383], [5.66220, 0.12563, 0.43776], [-1.85091, 0.86199, 3.16295], [1.53399, -1.32313, 2.01038], [-1.27918, 2.39777, 1.03131], [1.59267, 0.16761, 0.00088], [1.73879, -3.19160, 2.49086], [-0.39553, 1.25029, 0.59281], [0.70762, -0.32916, -5.51196], [-3.03763, -1.79364, -1.21491], [4.63605, 3.75192, 1.50727], [5.61406, 1.13702, 1.31271], [-3.36372, 0.73074, 1.62693], [-6.71782, 0.91269, 0.98115], [-4.34085, -2.90293, -0.09129], [3.20820, -2.19932, -1.80657], [-5.63177, -1.42338, -1.18353], [-2.55667, 1.59878, 2.30296], [3.86946, -1.39834, -2.13713], [-0.47771, 1.38649, -5.70524], [-2.05412, 3.05917, 0.00699], [-6.18901, -1.03401, 0.82853], [4.78263, 2.87906, -0.70856], [-0.00394, 0.51260, -4.87635], [3.24772, -3.73512, 0.42995], [0.98200, 1.28408, -3.32141], [-3.47286, -1.60607, 0.80305], [-3.94714, -1.88755, -0.13713], [2.30094, -2.31377, -2.39976], [1.13115, 0.25312, -2.34444], [-7.21171, -0.03135, 0.75101], [-7.93286, -0.31958, 1.51583], [0.05587, 2.32300, -2.81260], [3.88317, -3.03990, -1.96762], [3.07341, 2.00800, 0.78162]], "forces_ev_per_a": [[-0.35, -0.76, -0.17], [-0.44, -0.54, 0.44], [0.11, -0.18, 0.14], [-0.60, 0.35, 0.24], [0.46, 0.60, -1.43], [-0.07, -0.20, 0.91], [0.58, -1.38, -1.58], [0.04, 0.18, 0.50], [-1.22, -0.38, 0.24], [-2.19, 1.21, -0.25], [0.66, 0.41, 0.48], [0.43, 1.16, -0.20], [-0.70, 0.74, -1.44], [-0.49, -0.76, 0.22], [0.19, -0.34, -0.16], [1.20, 0.78, -0.38], [-1.28, -0.24, -0.53], [-0.50, 0.57, 0.32], [-0.25, -0.13, -0.20], [0.20, -0.96, -0.32], [-1.06, 0.26, 0.97], [0.79, -1.16, -1.14], [0.44, -0.07, -2.36], [0.52, -0.39, 0.08], [-0.03, -0.64, -0.27], [-1.12, 0.07, 0.51], [-0.11, 0.20, 0.25], [0.00, 1.10, 0.63], [1.11, -0.16, -0.13], [-0.25, 0.10, -0.08], [1.04, -0.76, 0.36], [-1.82, 2.10, 1.25], [1.77, -1.82, -1.27], [-1.45, -0.51, 1.10], [0.00, -1.31, 0.33], [1.04, 0.42, -0.80], [0.34, 1.25, 0.74], [-0.31, 0.34, 0.33], [0.38, -0.18, 0.11], [0.48, 0.50, 1.04], [-0.52, 0.62, -0.22], [0.43, 0.06, -1.06], [-0.69, 0.44, -0.25], [-0.24, 1.33, -0.55], [0.15, -0.99, 0.63], [1.73, -0.19, -2.05], [0.57, -0.94, -0.13], [-1.40, 0.10, 3.87], [0.36, 0.12, 0.24], [-2.43, 3.70, -0.66], [0.31, -0.35, 0.17], [-0.80, -0.17, 1.06], [0.07, 0.20, 0.10], [0.94, -1.88, 0.42], [1.35, -0.02, 0.32], [-0.05, 0.25, -0.14], [1.46, -1.17, -1.38], [-0.35, -0.68, 0.77], [1.52, 0.09, 0.35]]}

[3]
{"formula": "C11H20GaN5O6P2S", "method": "wB97M-V/def2-TZVPD", "max_force_ev_per_a": 2.60, "de_lowest_kj_mol": 52.7, "e_homo_ev": -14.92, "lumo_energy_ev": -5.775, "total_charge": 2, "homo_lumo_gap_ha": 0.3362, "elements": ["N", "H", "C", "H", "N", "N", "C", "P", "H", "S", "O", "N", "H", "H", "H", "H", "H", "O", "N", "H", "H", "O", "O", "H", "Ga", "H", "C", "H", "C", "C", "H", "C", "H", "H", "P", "O", "H", "O", "C", "H", "H", "C", "C", "C", "H", "C"], "coordinates": [[0.12211, 3.29834, -0.16452], [-0.54483, 3.66256, -0.82815], [1.74921, -1.72297, -0.86233], [-2.72369, 2.71770, 1.38631], [0.73873, -0.95524, -1.27732], [-4.19865, -0.30262, 0.65779], [4.98498, 1.32965, 1.22482], [-2.76882, 0.81486, -1.37479], [5.30571, 1.20864, 2.25667], [2.66374, 1.57909, -0.75413], [-3.52102, 2.08694, -1.91521], [4.14872, 0.17327, 0.88367], [-4.20710, -0.72565, 1.63845], [0.98353, 3.81149, -0.25264], [2.76677, -3.61137, -0.90466], [5.84720, 1.36268, 0.51122], [-0.94350, -3.32572, -2.95921], [-3.21295, -0.48137, -1.86751], [2.71594, -1.17797, 0.00800], [-0.96218, -0.81817, -2.40841], [-4.11172, 1.87205, -2.64221], [-0.36377, 0.74884, 1.09736], [-2.06267, -0.06471, 2.77779], [-4.42956, 2.38683, 0.85968], [0.43915, 1.04782, -0.58531], [1.04008, -4.57756, -2.34182], [-0.16543, -2.84046, -2.37111], [-4.04864, -1.07760, -0.03462], [1.89501, -3.04788, -1.17986], [-3.52463, 1.94871, 1.32192], [4.50979, 2.25498, 1.09901], [0.90306, -3.57290, -2.02143], [-0.27423, 3.40066, 0.80037], [5.18895, -1.22323, 2.14229], [-1.65138, -0.17132, 1.23193], [-1.70120, -1.53418, 0.68108], [-5.09762, 0.12981, 0.36187], [-1.26255, 1.17135, -1.45421], [3.14115, 0.14803, 0.01683], [-3.68624, 1.59108, 2.31287], [3.34743, -2.99563, 0.92201], [4.40493, -1.04506, 1.40630], [3.51559, -1.92283, 0.84539], [-0.19050, -1.50883, -2.04167], [-1.68137, -0.78786, 3.27488], [-3.07746, 0.74574, 0.52262]], "forces_ev_per_a": [[-0.49, -1.07, 0.82], [-0.21, 0.20, -0.14], [0.34, -0.60, 0.57], [-0.59, -0.46, -0.19], [0.46, 0.81, 0.54], [-0.28, -0.70, 0.04], [1.60, -1.01, -0.67], [1.55, 0.74, 1.96], [0.15, 0.05, -0.14], [-0.98, 0.14, -0.81], [-0.01, 0.10, 0.21], [0.49, 1.26, 0.25], [-0.39, 0.82, -1.47], [0.15, 0.42, 0.21], [0.03, -0.12, -0.01], [-0.49, -0.23, 0.81], [0.05, 0.55, 0.05], [-0.53, -0.67, -0.71], [0.15, 2.24, -0.61], [0.35, -0.75, 0.27], [-0.33, 0.07, -0.32], [-0.86, -1.36, -0.04], [0.04, 0.09, -0.55], [0.44, -0.03, 0.44], [-1.20, 0.55, 0.24], [-0.20, -0.71, -0.26], [-1.38, 0.02, -1.16], [0.31, 0.54, 0.46], [-0.86, 0.29, -1.22], [0.51, 0.82, -1.08], [-1.16, 1.05, -0.03], [1.98, -0.82, 1.42], [0.67, -0.04, -1.21], [-0.33, 0.12, -0.39], [0.88, 1.27, 0.23], [0.57, 0.05, 0.09], [0.43, -0.36, 0.79], [-0.11, 0.05, -0.38], [0.32, -1.83, 0.97], [-0.46, 0.14, 0.88], [0.26, 0.58, 0.38], [-0.25, -2.20, 0.19], [0.52, 0.27, 0.54], [-1.12, 0.79, -0.53], [0.14, -0.41, 0.57], [-0.15, -0.69, -1.01]]}